Entry from the OMol25 dataset: a single C18H20N2O3 molecule in a non-equilibrium geometry (ωB97M-V/def2-TZVPD).

Each line ends with the Löwdin charge.
Cartesian coordinates (Å):
1 O 0.441 3.490 0.719  0.08
2 O -0.450 4.190 -1.143  0.19
3 O -1.228 1.095 2.062  0.05
4 N 0.000 0.859 0.152  0.13
5 N 0.487 -1.799 2.032  0.08
6 C -3.898 -2.290 -0.740  -0.14
7 C 2.725 -0.404 0.563  -0.28
8 C -2.287 -0.747 -1.544  -0.06
9 C -0.255 0.604 1.473  -0.39
10 C -0.249 3.266 -0.288  -0.52
11 C 0.698 -0.347 2.212  -0.30
12 C 3.030 -1.677 0.276  -0.05
13 C -0.707 1.874 -0.577  -0.21
14 C -2.254 1.673 -0.455  -0.05
15 C -2.728 0.166 -0.646  -0.20
16 C 2.163 -0.057 1.937  -0.12
17 C 3.654 0.341 -1.565  -0.09
18 C -4.248 -1.538 0.310  -0.08
19 C -3.678 -0.236 0.324  -0.02
20 C 3.934 -0.961 -1.921  -0.12
21 C -2.876 -2.012 -1.594  -0.08
22 C 3.713 -1.999 -0.986  -0.04
23 C 3.062 0.650 -0.329  -0.05
24 H -0.400 -2.105 2.361  0.06
25 H 3.678 1.117 -2.345  0.11
26 H 0.600 -2.215 1.129  0.06
27 H -2.775 2.215 -1.235  0.12
28 H 2.394 1.065 2.126  0.15
29 H -2.687 -2.587 -2.446  0.09
30 H -0.375 1.742 -1.664  0.18
31 H -0.195 4.963 -0.674  0.12
32 H 2.654 1.683 -0.131  0.13
33 H -4.478 -3.215 -0.914  0.12
34 H 2.657 -0.585 2.819  0.14
35 H 3.033 -2.367 1.072  0.10
36 H 0.431 -0.085 3.292  0.17
37 H -3.876 0.438 1.245  0.14
38 H 0.904 0.671 -0.095  0.05
39 H -4.853 -1.853 1.109  0.09
40 H -1.545 -0.641 -2.294  0.10
41 H 4.023 -3.099 -1.279  0.13
42 H -2.544 1.988 0.543  0.09
43 H 4.305 -1.269 -2.891  0.10

ΔE to the lowest compared entry with this formula, charge and spin, eV: 2.8401
E, Ha: -1033.1062
Charge: 0
E_HOMO, eV: -8.9
Gap between HOMO and LUMO, eV: 9.5
Spin multiplicity: 1

Entry from the OMol25 dataset: a gas-phase ion, C18H20N3O (charge +1) in a non-equilibrium geometry (ωB97M-V/def2-TZVPD).

Each line ends with the Löwdin charge.
Cartesian coordinates (Å):
1 O -0.411 3.539 3.990  0.06
2 N -1.971 2.307 2.823  0.12
3 N 0.944 -0.704 -0.880  0.09
4 N -1.190 -1.212 -0.536  0.06
5 C -0.897 -0.135 0.276  -0.13
6 C 2.246 -0.680 -1.393  -0.22
7 C -1.564 3.152 3.845  -0.48
8 C -2.581 3.542 4.902  0.01
9 C 0.144 2.135 1.504  0.03
10 C 3.765 -0.792 -3.297  -0.06
11 C -1.714 0.646 1.149  0.07
12 C 4.665 -0.950 -1.086  -0.04
13 C 3.364 -0.835 -0.567  0.00
14 C 0.176 -2.905 -1.906  0.05
15 C -2.528 -1.815 -0.704  -0.14
16 C 4.857 -0.935 -2.466  -0.06
17 C 0.933 1.329 0.639  0.06
18 C 2.481 -0.695 -2.755  -0.02
19 C -1.163 1.743 1.788  -0.20
20 C -3.245 -1.187 -1.928  -0.05
21 C 0.028 -1.604 -1.146  -0.13
22 C 0.409 0.175 0.020  -0.15
23 H -3.228 4.350 4.523  0.10
24 H 0.608 2.982 1.971  0.11
25 H 1.615 -0.551 -3.419  0.13
26 H -2.400 -2.846 -0.918  0.10
27 H 3.186 -0.872 0.502  0.12
28 H 5.487 -1.120 -0.417  0.11
29 H -2.771 0.354 1.315  0.13
30 H 5.860 -1.064 -2.875  0.12
31 H -0.303 -2.853 -2.876  0.10
32 H -3.183 2.650 5.119  0.08
33 H -3.142 -1.749 0.192  0.13
34 H -3.518 -0.134 -1.687  0.09
35 H -0.193 -3.759 -1.329  0.10
36 H -2.652 -1.200 -2.873  0.09
37 H -2.087 3.836 5.804  0.08
38 H 3.869 -0.854 -4.382  0.12
39 H -2.973 2.084 2.833  0.15
40 H 1.978 1.530 0.440  0.12
41 H -4.130 -1.784 -2.140  0.08
42 H 1.225 -3.116 -2.055  0.09

ΔE to the lowest compared entry with this formula, charge and spin, eV: 0.3876
E, Ha: -937.2307
Charge: +1
E_HOMO, eV: -11.8
Gap between HOMO and LUMO, eV: 8.7
Spin multiplicity: 1

Entry from the OMol25 dataset: a single C18H20N4O molecule in a non-equilibrium geometry (ωB97M-V/def2-TZVPD).

Each line ends with the Löwdin charge.
Cartesian coordinates (Å):
1 O 1.866 2.304 1.656  0.11
2 N 1.168 2.435 3.792  0.19
3 N 2.946 0.660 -1.120  0.03
4 N -1.181 -0.096 4.365  0.16
5 N 3.060 1.668 -0.255  0.13
6 C 1.210 -3.668 -3.175  -0.08
7 C -2.181 2.675 -0.846  -0.09
8 C -2.528 0.021 0.913  -0.21
9 C 2.051 1.502 0.577  -0.29
10 C 0.023 0.081 1.030  -0.17
11 C 2.416 -2.993 -3.261  -0.08
12 C 1.256 0.389 0.246  -0.05
13 C -2.760 -1.453 0.600  -0.09
14 C 1.884 -0.156 -0.872  -0.12
15 C 0.186 0.747 2.385  -0.15
16 C 0.437 -2.049 -1.579  -0.01
17 C -0.572 0.280 3.462  -0.23
18 C 1.019 1.800 2.594  -0.30
19 C 0.225 -3.192 -2.326  -0.07
20 C 2.633 -1.851 -2.515  -0.03
21 C 1.643 -1.352 -1.663  -0.14
22 C -1.294 2.129 0.267  -0.21
23 C -1.249 0.595 0.291  -0.29
24 H -2.171 3.762 -0.834  0.07
25 H -2.498 0.159 1.995  0.10
26 H -0.342 -1.694 -0.930  0.08
27 H -0.717 -3.713 -2.244  0.11
28 H 1.681 3.300 3.779  0.11
29 H 3.593 -1.361 -2.586  0.10
30 H 3.598 0.602 -1.884  0.15
31 H -1.979 -2.080 1.024  0.07
32 H -1.181 0.253 -0.749  0.13
33 H 0.446 2.321 4.482  0.10
34 H 1.042 -4.560 -3.759  0.10
35 H -1.651 2.497 1.231  0.12
36 H -1.821 2.340 -1.818  0.08
37 H -3.707 -1.776 1.026  0.07
38 H -3.211 2.346 -0.731  0.06
39 H -0.286 2.520 0.110  0.11
40 H -3.381 0.587 0.534  0.10
41 H 3.195 -3.360 -3.912  0.10
42 H -2.797 -1.618 -0.476  0.07
43 H -0.075 -1.001 1.177  0.14

ΔE to the lowest compared entry with this formula, charge and spin, eV: 1.1741
E, Ha: -992.1720
Charge: 0
E_HOMO, eV: -8.4
Gap between HOMO and LUMO, eV: 8.9
Spin multiplicity: 1

Entry from the OMol25 dataset: a single C18H20N4O3S molecule in a non-equilibrium geometry (ωB97M-V/def2-TZVPD).

Each line ends with the Löwdin charge.
Cartesian coordinates (Å):
1 S 0.752 -2.155 0.082  1.00
2 O 1.121 -2.666 -3.470  0.06
3 O -5.316 -0.702 6.512  0.08
4 O -6.783 0.863 6.412  0.09
5 N -2.266 0.022 1.107  0.07
6 N -1.313 -0.546 0.444  0.01
7 N -5.825 0.261 5.979  -0.36
8 N 2.611 -1.314 -2.463  -0.06
9 C 3.324 1.009 -2.273  -0.14
10 C -0.498 -1.406 1.041  -0.59
11 C 1.392 -1.874 -2.588  -0.53
12 C -1.622 -1.104 3.103  0.02
13 C -3.603 0.468 3.011  -0.15
14 C -5.246 0.724 4.740  -0.14
15 C -0.608 -1.711 2.409  -0.06
16 C -2.469 -0.228 2.394  -0.22
17 C -5.776 1.847 4.117  0.01
18 C -4.142 1.593 2.379  -0.01
19 C 0.333 -1.488 -1.565  -0.35
20 C 3.628 -1.607 -3.454  -0.13
21 C 3.016 -0.292 -1.527  -0.17
22 C 4.408 0.778 -3.328  -0.40
23 C 3.959 -0.351 -4.258  -0.14
24 C -5.214 2.273 2.927  -0.05
25 C -4.172 0.031 4.202  0.06
26 C 4.693 2.056 -4.111  -0.07
27 H 3.071 -0.037 -4.810  0.13
28 H 5.327 0.466 -2.819  0.14
29 H 4.744 -0.581 -4.980  0.12
30 H -5.615 3.140 2.425  0.11
31 H 3.798 2.393 -4.629  0.08
32 H -3.700 1.913 1.449  0.11
33 H -6.612 2.358 4.568  0.12
34 H 4.523 -1.972 -2.939  0.13
35 H -3.817 -0.847 4.719  0.12
36 H -0.610 -1.942 -1.868  0.09
37 H 2.251 -0.124 -0.772  0.09
38 H 5.471 1.883 -4.850  0.08
39 H 5.023 2.849 -3.443  0.08
40 H 3.647 1.767 -1.558  0.12
41 H 2.415 1.367 -2.761  0.13
42 H -1.751 -1.278 4.160  0.11
43 H 0.201 -0.412 -1.468  0.08
44 H 3.241 -2.394 -4.103  0.12
45 H 0.090 -2.391 2.871  0.11
46 H 3.921 -0.641 -1.014  0.13

ΔE to the lowest compared entry with this formula, charge and spin, eV: 4.4894
E, Ha: -1540.7539
Charge: 0
E_HOMO, eV: -8.8
Gap between HOMO and LUMO, eV: 8.1
Spin multiplicity: 1